{"formula": "C42H41N2O2S", "method": "ωB97M-V with the def2-TZVPD basis set", "symbols": ["C", "O", "C", "C", "C", "C", "C", "C", "C", "C", "C", "C", "C", "C", "C", "C", "C", "C", "C", "O", "C", "C", "C", "C", "C", "H", "H", "H", "H", "H", "H", "H", "H", "H", "H", "H", "H", "H", "H", "H", "H", "H", "H", "H", "H", "H", "C", "C", "C", "C", "C", "N", "C", "C", "C", "C", "C", "C", "S", "C", "N", "C", "C", "C", "C", "C", "C", "C", "H", "H", "H", "H", "H", "H", "H", "H", "H", "H", "H", "H", "H", "H", "H", "H", "H", "H", "H", "H"], "coordinates": [[0.5947, 2.1722, 7.6562], [1.1419, 0.8880, 7.2769], [0.6626, 0.2399, 6.1796], [1.4051, -0.8737, 5.7086], [1.0758, -1.4860, 4.5129], [-0.1180, -1.1627, 3.8204], [-0.4981, -1.7890, 2.5503], [0.5083, -2.2264, 1.6487], [0.3093, -2.8715, 0.4412], [1.3261, -3.4587, -0.3923], [0.9258, -4.2786, -1.4820], [1.8518, -4.9437, -2.2750], [3.2260, -4.7620, -2.0566], [3.6485, -3.9611, -0.9869], [2.7210, -3.3013, -0.1752], [-1.9269, -1.9518, 2.2789], [-2.8242, -2.2436, 3.3418], [-4.1475, -2.5533, 3.1241], [-4.6918, -2.4489, 1.8223], [-6.0293, -2.6755, 1.6973], [-6.6668, -2.4127, 0.4280], [-3.8373, -2.1002, 0.7486], [-2.4948, -1.8422, 0.9952], [-0.9275, -0.1518, 4.4056], [-0.5163, 0.6107, 5.4886], [1.1454, 2.4473, 8.5592], [0.7717, 2.9207, 6.8699], [-0.4794, 2.0993, 7.8798], [2.2686, -1.1941, 6.2886], [1.7264, -2.2678, 4.1232], [1.5398, -2.0775, 1.9752], [-0.7073, -3.0909, 0.1237], [-0.1410, -4.3796, -1.6839], [1.5151, -5.5867, -3.0886], [3.9573, -5.2572, -2.6987], [4.7161, -3.8351, -0.8007], [3.0580, -2.6511, 0.6324], [-2.4593, -2.2425, 4.3663], [-4.8009, -2.8436, 3.9424], [-7.7145, -2.6779, 0.5833], [-6.5832, -1.3484, 0.1628], [-6.2315, -3.0375, -0.3647], [-4.2362, -2.0294, -0.2673], [-1.8519, -1.5044, 0.1832], [-1.8958, 0.0770, 3.9626], [-1.1021, 1.4787, 5.8031], [2.4370, 2.4070, -5.1983], [2.6007, 1.6253, -3.8866], [3.5661, 0.4503, -4.0627], [1.2472, 1.1638, -3.3221], [0.3262, 2.3536, -3.2303], [-0.9233, 1.9620, -2.5844], [-2.0872, 2.7194, -2.7122], [-3.1241, 2.2342, -1.9132], [-4.3612, 2.8846, -1.9171], [-4.5532, 3.9609, -2.7948], [-3.4996, 4.4321, -3.5909], [-2.2393, 3.8252, -3.5424], [-2.5970, 0.8356, -1.0170], [-0.9702, 0.9100, -1.7055], [0.0058, 0.1413, -1.3617], [1.3293, 0.4176, -1.9838], [2.2437, 1.1307, -0.9992], [3.4012, 0.5026, -0.5337], [4.3386, 1.2251, 0.2107], [4.0944, 2.5610, 0.5383], [2.9031, 3.1682, 0.1385], [1.9522, 2.4309, -0.5783], [1.8442, 1.8379, -5.9289], [1.9527, 3.3778, -5.0341], [3.4184, 2.6120, -5.6444], [3.0296, 2.3180, -3.1369], [3.0814, -0.3712, -4.6137], [4.4491, 0.7777, -4.6294], [3.9152, 0.0721, -3.0923], [0.8190, 0.4607, -4.0579], [0.8001, 3.1913, -2.6899], [0.0517, 2.7150, -4.2223], [-5.1430, 2.5449, -1.2431], [-5.5293, 4.4388, -2.8588], [-3.6469, 5.2785, -4.2565], [-1.3995, 4.1877, -4.1378], [1.7245, -0.5902, -2.1699], [3.5623, -0.5557, -0.7608], [5.2589, 0.7332, 0.5260], [4.8386, 3.1314, 1.0933], [2.6933, 4.2109, 0.3881], [0.9758, 2.8723, -0.7931]], "forces_ev_per_a": [[-0.0079, -0.3337, -0.1250], [-0.3574, -0.3064, -0.8151], [-0.1606, 0.3383, 0.0034], [-0.0222, 0.3642, 0.0310], [-0.0808, 0.0496, 0.1074], [-0.0045, 0.1275, 0.2982], [-0.5541, 0.2777, 0.1860], [0.3080, -0.2336, -0.3584], [-0.1540, -0.1355, 1.0024], [0.9131, -0.2449, -0.8446], [-0.0324, 0.2468, 0.4413], [0.3048, 0.2031, -0.1167], [-0.4778, 0.0092, 0.4191], [-0.1796, 0.3078, 0.0537], [-0.2881, -0.2388, -0.1853], [-0.3902, 0.2766, 0.0745], [0.1736, -0.2039, 0.0648], [-0.2572, 0.2536, -0.4560], [-0.0896, -0.0421, -0.2782], [0.8926, 0.2319, -0.1849], [0.2567, -0.1023, 0.2402], [-0.3708, -0.0271, 0.2789], [0.1246, -0.1796, -0.1041], [-0.0077, 0.0514, -0.3509], [0.4038, -0.2251, 0.2955], [-0.1807, -0.0406, -0.2270], [-0.0603, -0.2749, 0.1678], [0.3218, -0.0069, -0.0386], [-0.1216, 0.1280, -0.2181], [-0.1582, 0.1059, 0.1912], [-0.3348, 0.1084, -0.1392], [0.2307, 0.0218, 0.0801], [0.2360, -0.0746, 0.0405], [0.0528, 0.2235, 0.2218], [-0.2434, 0.1531, 0.2395], [-0.3222, 0.0081, -0.0355], [0.0524, -0.2352, -0.2173], [0.0269, -0.2650, -0.2234], [0.0986, 0.1406, -0.1323], [0.2393, 0.0622, -0.0882], [0.0210, -0.2961, 0.0959], [-0.1669, 0.1491, 0.2092], [0.2425, 0.1514, 0.4285], [-0.2696, -0.0675, 0.0962], [0.3519, 0.1075, -0.0955], [0.1597, -0.4692, -0.0820], [0.0196, -0.0001, 0.0107], [0.3078, 0.1633, 0.2975], [0.0692, 0.0181, -0.0304], [0.1687, -0.2143, -0.6470], [-0.7204, 0.1850, 0.0490], [0.2670, 0.5132, -0.2165], [0.2500, -0.1833, -0.0920], [-0.3712, 0.8522, -0.4027], [0.3984, -0.1879, -0.1988], [0.2673, -0.0425, 0.0577], [0.0973, -0.3112, 0.1934], [-0.3535, 0.0250, 0.1144], [-0.1555, -0.3546, 0.3334], [1.1070, -0.0177, 0.1770], [-0.8262, 0.5538, -0.3079], [-0.3926, -0.4806, 0.5857], [-0.2797, -0.2741, 0.2238], [0.0904, 0.3719, -0.0040], [-0.2462, -0.0979, 0.0760], [0.1142, -0.0258, -0.2531], [-0.3400, -0.3058, 0.0590], [0.3743, 0.2245, 0.2567], [0.1180, 0.1136, 0.1106], [0.0808, -0.2123, -0.1026], [-0.2160, -0.0741, 0.1030], [-0.0197, -0.2239, -0.3016], [0.1802, 0.1819, 0.1049], [-0.2074, -0.1709, 0.1470], [-0.1156, 0.0137, -0.3039], [-0.0251, 0.1194, 0.1869], [-0.1747, -0.2343, -0.2491], [0.1905, -0.1147, 0.0287], [-0.0217, 0.0837, -0.2447], [0.2559, -0.0808, 0.1084], [-0.0593, -0.1444, 0.1505], [-0.3952, -0.0271, 0.1735], [0.2288, 0.2954, -0.0156], [0.0766, 0.3905, -0.0996], [-0.2147, 0.1833, 0.0112], [-0.1810, -0.1462, -0.1337], [0.0933, -0.3609, 0.0391], [0.4423, -0.0971, 0.0544]], "lowdin_charge": [-0.042, -0.069, -0.235, 0.024, -0.002, -0.170, -0.037, 0.007, 0.038, -0.203, -0.012, -0.060, -0.047, -0.060, -0.020, -0.167, -0.013, 0.026, -0.235, -0.068, -0.044, 0.000, -0.057, -0.007, 0.014, 0.099, 0.104, 0.094, 0.128, 0.120, 0.107, 0.109, 0.120, 0.113, 0.116, 0.113, 0.107, 0.125, 0.130, 0.099, 0.101, 0.096, 0.108, 0.067, 0.125, 0.116, -0.065, -0.387, -0.054, -0.239, -0.114, -0.032, -0.239, -0.463, -0.078, -0.084, -0.072, -0.007, 1.093, -0.581, 0.088, -0.252, -0.189, -0.051, -0.074, -0.087, -0.066, -0.036, 0.093, 0.075, 0.083, 0.142, 0.092, 0.084, 0.062, 0.164, 0.134, 0.115, 0.107, 0.106, 0.107, 0.111, 0.132, 0.097, 0.105, 0.104, 0.108, 0.111], "homo_lumo_gap_ev": 5.0505, "total_charge": 1, "total_energy_ev": -62123.436}